No. 1
Entry from the Open Molecules 2025 dataset: a 7-piece molecular cluster, C11H31NO11 overall (ωB97M-V with the def2-TZVPD basis set).

XYZ file:
```
54
Properties=species:S:1:pos:R:3:lowdin_charge:R:1
C -4.72 0.29 2.90 0.014
C -5.02 -1.22 2.47 -0.374
O -6.10 -1.72 2.90 0.049
O -4.20 -2.03 1.64 0.050
C -3.53 -1.23 0.63 -0.280
O -2.41 -0.77 0.96 0.115
C -4.21 -1.03 -0.81 -0.060
O -4.07 0.29 -1.37 -0.033
C -4.92 1.25 -0.74 -0.460
N -6.36 1.11 -0.56 0.157
O -4.38 2.32 -0.33 0.048
H -3.79 0.44 3.54 0.104
H -4.69 0.92 1.93 0.076
H -5.63 0.68 3.49 0.104
H -5.29 -1.41 -0.74 0.139
H -3.67 -1.75 -1.54 0.152
H -6.70 1.58 0.29 0.113
H -6.68 0.13 -0.63 0.087
C -0.45 -2.23 -2.08 -0.137
O -1.67 -2.96 -2.02 -0.146
H -0.38 -1.59 -1.20 0.077
H 0.39 -2.93 -2.08 0.075
H -0.42 -1.62 -2.98 0.082
H -1.71 -3.52 -2.80 0.079
C 2.94 -0.75 -0.06 -0.163
O 3.02 -1.30 -1.37 -0.136
H 2.54 0.27 -0.13 0.065
H 2.27 -1.35 0.56 0.078
H 3.93 -0.71 0.39 0.053
H 3.37 -2.20 -1.27 0.071
C 5.24 1.94 0.12 -0.146
O 5.45 0.77 0.90 -0.154
H 4.40 1.76 -0.55 0.075
H 5.00 2.78 0.78 0.078
H 6.13 2.16 -0.47 0.077
H 6.20 0.95 1.49 0.076
C 1.18 2.15 2.39 -0.151
O 0.90 1.00 1.61 -0.134
H 2.27 2.29 2.43 0.075
H 0.72 3.03 1.94 0.078
H 0.80 2.01 3.41 0.075
H -0.06 0.90 1.59 0.072
C 7.83 -2.12 1.38 -0.159
O 8.36 -0.81 1.19 -0.136
H 8.04 -2.44 2.39 0.080
H 6.75 -2.10 1.22 0.071
H 8.30 -2.81 0.67 0.076
H 8.16 -0.55 0.28 0.075
C -2.19 2.19 -3.96 -0.163
O -1.60 1.69 -2.77 -0.129
H -1.42 2.66 -4.57 0.077
H -2.65 1.37 -4.52 0.074
H -2.95 2.94 -3.70 0.076
H -2.30 1.28 -2.25 0.038
```

Results
orbital gap	9.392	eV
SMILES string	CC(=O)OC(=O)COC(N)=O.CO.CO.CO.CO.CO.CO
HOMO level	-9.6	eV

***

No. 2
Entry from the Open Molecules 2025 dataset: a 2-piece molecular cluster, C4H9OP overall (ωB97M-V with the def2-TZVPD basis set).

XYZ file:
```
15
Properties=species:S:1:pos:R:3:lowdin_charge:R:1
C 1.77 -0.63 -0.12 -0.349
C 2.82 -1.42 0.46 -0.055
C -0.61 -0.76 -1.99 -0.201
C -0.22 -1.49 -0.77 -0.520
O 1.79 0.52 -0.36 0.068
P -1.06 -0.93 0.73 0.773
H 2.47 -2.29 0.98 0.073
H 3.49 -0.88 1.08 0.078
H 3.35 -2.02 -0.36 0.128
H -0.23 0.29 -1.92 0.082
H -0.50 -1.26 -2.90 0.044
H -1.74 -0.43 -1.93 0.094
H 0.06 -2.50 -0.70 0.027
H -1.13 -2.20 1.45 -0.092
H -2.29 -1.10 0.22 -0.149
```

Results
orbital gap	8.548	eV
HOMO level	-7.8	eV

***

No. 3
Entry from the Open Molecules 2025 dataset: a single C6H7N molecule (ωB97M-V with the def2-TZVPD basis set).

XYZ file:
```
14
Properties=species:S:1:pos:R:3:lowdin_charge:R:1
C 2.73 -0.29 -0.08 0.131
C 1.57 -0.19 0.21 -0.127
C 0.13 -0.12 0.48 -0.393
C -0.36 1.33 0.56 -0.060
C -0.57 -0.94 -0.61 -0.162
C -2.02 -0.90 -0.48 -0.229
N -3.12 -0.61 -0.64 0.151
H 3.77 -0.37 -0.32 0.028
H -0.07 -0.61 1.44 0.146
H -0.19 1.85 -0.39 0.091
H -1.44 1.37 0.77 0.076
H 0.17 1.87 1.34 0.085
H -0.41 -0.44 -1.58 0.134
H -0.18 -1.95 -0.69 0.127
```

Results
orbital gap	11.283	eV
SMILES string	C#C[C@@H](C)CC#N
HOMO level	-10.5	eV

***

No. 4
Entry from the Open Molecules 2025 dataset: B2CdH26O13P as an isolated structure (ωB97M-V with the def2-TZVPD basis set).

XYZ file:
```
43
Properties=species:S:1:pos:R:3:lowdin_charge:R:1
Cd -0.85 -11.07 13.39 1.272
P -0.29 -11.35 10.88 -0.176
O -0.33 -12.65 10.03 -0.547
O -0.32 -10.26 9.78 -0.525
O 0.72 -11.26 12.06 -0.563
O -1.68 -11.45 11.58 -0.528
B -5.85 -12.80 11.23 -0.469
H -4.94 -12.82 11.98 -0.075
H -6.83 -12.62 11.88 -0.092
H -5.61 -12.01 10.39 -0.084
H -6.01 -13.89 10.77 -0.100
B -2.82 -10.69 14.76 -0.420
H -3.14 -9.60 15.05 -0.018
H -2.99 -10.81 13.63 0.008
H -1.72 -10.92 15.01 -0.052
H -3.54 -11.36 15.40 -0.001
O -0.73 -13.23 13.89 -0.097
H -0.40 -13.92 13.31 0.069
H -0.64 -13.58 14.78 0.042
O -1.56 -9.08 17.06 -0.081
H -0.81 -9.65 17.26 0.024
H -2.08 -9.59 16.41 -0.026
O -4.57 -8.58 13.49 -0.104
H -5.03 -9.33 13.10 0.046
H -3.85 -9.00 14.01 -0.056
O -5.23 -12.63 14.43 -0.157
H -5.47 -12.51 13.48 -0.050
H -4.52 -12.01 14.67 -0.071
O -1.17 -6.91 14.97 -0.061
H -1.06 -7.63 15.61 0.017
H -2.04 -6.55 15.18 0.051
O 0.78 -10.67 14.97 -0.105
H 0.63 -10.66 15.92 0.028
H 1.66 -11.05 14.86 0.056
O -3.56 -11.74 18.64 -0.080
H -3.91 -12.40 18.02 0.036
H -4.08 -10.95 18.44 0.010
O -5.27 -9.73 16.60 -0.071
H -4.39 -9.90 16.22 -0.035
H -5.35 -8.77 16.61 0.030
O -0.91 -8.91 13.04 -0.121
H -1.14 -8.53 12.17 0.072
H -0.85 -8.16 13.65 0.003
```

Results
orbital gap	2.285	eV
net charge	-3
HOMO level	3.3	eV

***

No. 5
Entry from the Open Molecules 2025 dataset: a single C6H6N4S2 molecule (ωB97M-V with the def2-TZVPD basis set).

XYZ file:
```
18
Properties=species:S:1:pos:R:3:lowdin_charge:R:1
N 1.45 -1.12 -3.82 -0.080
N 0.54 -2.02 -3.01 -0.096
C 0.30 -1.68 -1.79 -0.667
N -0.47 -2.27 -0.81 -0.058
N -0.67 -1.64 0.30 0.008
C -0.20 -0.50 0.34 -0.594
C -0.17 0.56 1.41 -0.552
C -0.56 0.30 2.71 -0.115
C -0.87 1.53 3.37 -0.207
C -0.75 2.59 2.57 -0.486
S -0.18 2.21 1.08 1.046
S 0.63 -0.09 -1.16 1.027
H 2.22 -1.71 -4.30 0.090
H 0.74 -0.71 -4.58 0.112
H -0.29 -3.34 -0.86 0.204
H -0.54 -0.74 3.11 0.126
H -0.96 1.47 4.57 0.154
H -0.76 3.59 3.02 0.088
```

Results
orbital gap	8.741	eV
SMILES string	N/N=c1/[nH]nc(-c2cccs2)s1
HOMO level	-8.3	eV

***

No. 6
Entry from the Open Molecules 2025 dataset: C38H39Br4IrN3O2PS as an isolated structure (ωB97M-V with the def2-TZVPD basis set).

XYZ file:
```
89
Properties=species:S:1:pos:R:3:lowdin_charge:R:1
Ir -0.10 1.01 0.05 1.091
C 0.22 1.37 5.18 -0.094
C 0.74 1.04 3.78 -0.504
C 1.63 -0.20 3.81 -0.100
P -0.55 0.90 2.42 1.001
C -1.90 2.06 2.94 -0.517
C -1.37 3.49 2.80 -0.105
C -3.12 1.85 2.05 -0.112
C -1.30 -0.77 2.51 -0.259
C -1.54 -1.42 3.71 -0.034
C -2.07 -2.70 3.77 -0.243
C -2.23 -3.42 5.06 -0.032
C -2.40 -3.33 2.56 -0.007
C -2.19 -2.71 1.36 0.017
C -1.61 -1.42 1.29 -0.292
N -1.31 -0.87 0.09 0.018
C -1.77 -1.37 -1.10 -0.240
C -3.15 -1.37 -1.42 -0.192
C -4.16 -0.79 -0.48 -0.016
C -3.55 -1.85 -2.65 0.006
C -2.65 -2.36 -3.58 -0.250
C -3.11 -2.87 -4.90 -0.037
C -1.29 -2.36 -3.25 0.000
C -0.84 -1.87 -2.05 -0.199
C 0.61 -1.92 -1.70 -0.039
H 1.08 1.48 5.85 0.091
H -0.41 0.58 5.59 0.067
H -0.33 2.30 5.20 0.066
H 1.35 1.88 3.44 0.111
H 1.07 -1.08 4.12 0.072
H 2.44 -0.05 4.52 0.090
H 2.06 -0.40 2.84 0.044
H -2.17 1.84 3.98 0.114
H -1.11 3.68 1.77 0.052
H -0.48 3.65 3.42 0.066
H -2.13 4.20 3.10 0.091
H -2.84 1.95 1.01 0.041
H -3.87 2.61 2.27 0.092
H -3.56 0.87 2.22 0.072
H -1.31 -0.92 4.64 0.097
H -2.11 -2.76 5.91 0.082
H -1.48 -4.21 5.13 0.097
H -3.21 -3.90 5.12 0.091
H -2.83 -4.32 2.59 0.127
H -2.41 -3.22 0.43 0.130
H -3.84 0.20 -0.15 0.067
H -4.27 -1.41 0.41 0.081
H -5.13 -0.70 -0.96 0.088
H -4.60 -1.83 -2.90 0.123
H -4.11 -3.29 -4.84 0.084
H -2.42 -3.62 -5.29 0.083
H -3.14 -2.05 -5.62 0.089
H -0.58 -2.75 -3.96 0.125
H 1.16 -2.48 -2.45 0.089
H 0.76 -2.37 -0.72 0.080
H 0.99 -0.90 -1.68 0.041
Br -3.88 5.76 -3.96 0.767
C -2.77 4.34 -3.44 -0.738
C -2.29 3.43 -4.40 -0.733
Br -2.79 3.64 -6.20 0.777
C -1.45 2.39 -4.04 -0.633
Br -0.78 1.17 -5.30 0.804
C -1.05 2.19 -2.70 -0.393
O -0.29 1.28 -2.31 -0.093
C -1.57 3.14 -1.69 -0.397
O -1.23 2.96 -0.49 -0.152
C -2.42 4.18 -2.11 -0.628
Br -3.04 5.36 -0.78 0.805
S 6.69 0.86 -0.14 0.995
C 4.91 0.85 -0.16 -0.493
C 4.20 -0.22 0.38 -0.047
C 2.83 -0.21 0.31 -0.144
N 2.13 0.79 -0.25 -0.082
C 2.81 1.81 -0.78 -0.103
C 4.19 1.88 -0.76 -0.042
C 6.81 -0.19 -1.60 -0.509
C 6.84 -1.57 -1.48 -0.077
C 6.85 -2.31 -2.66 -0.134
N 6.83 -1.76 -3.85 0.067
C 6.83 -0.45 -3.96 -0.131
C 6.83 0.40 -2.86 -0.073
H 4.72 -1.05 0.84 0.116
H 2.25 -1.03 0.70 0.103
H 2.22 2.58 -1.26 0.116
H 4.70 2.72 -1.20 0.116
H 6.86 -2.05 -0.52 0.104
H 6.85 -3.39 -2.63 0.110
H 6.83 -0.05 -4.97 0.112
H 6.83 1.47 -2.97 0.106
```

Results
orbital gap (spin up / spin down)	4.877 / 4.645	eV
net charge	+1
2S+1	2
HOMO level (spin up / spin down)	-9.7 / -9.7	eV

***

How do the records compare in energy? In the order shown, they have -1319.950881, -574.269819, -287.503391, -1552.320091, -1247.512269, -12925.841654 a.u..
How do the records compare in strongest force on any atom? In the order shown, they have 0.104, 0.083, 0.028, 0.143, 0.141, 0.065 Eh/bohr.